1.
Formula: C5H6N2O4S
Source: OMol25
Level of theory: ωB97M-V/def2-TZVPD

## Properties
* E_tot: -1002.5922 a.u.
* molar mass: 190.180 g mol⁻¹
* HOMO-LUMO gap (spin up / spin down): 8.79 / 8.79 eV
* energy above the lowest of the compared OMol25 structures with the same formula, charge and spin: 106.7 kcal/mol
* E_HOMO (spin up / spin down): -9.56 / -9.56 eV

Each line ends with the Löwdin charge.
Atoms and positions in Å:
1 O 1.033 -2.015 -1.236  -0.26
2 C 1.433 -1.458 1.297  -0.10
3 N 0.355 0.344 -0.325  -0.10
4 N -1.931 -0.980 0.153  -0.37
5 O -3.104 -0.992 -0.104  0.11
6 H 1.993 -0.620 1.668  0.05
7 O -1.300 -1.848 0.696  0.06
8 O 2.686 -0.218 -0.775  -0.29
9 C -1.746 1.486 -0.499  -0.03
10 H -2.861 1.721 -0.372  0.16
11 H 0.418 -1.712 1.514  0.02
12 C -0.651 2.343 -0.730  -0.08
13 C -1.299 0.286 -0.123  -0.05
14 C 0.528 1.643 -0.633  -0.13
15 H 1.654 1.870 -0.540  0.16
16 H 2.169 -2.317 1.432  0.10
17 H -0.867 3.391 -0.966  0.11
18 S 1.491 -0.924 -0.458  0.63

2.
Formula: C20H109FN4O38P
Source: OMol25
Level of theory: ωB97M-V/def2-TZVPD

## Properties
* E_tot: -4346.2714 a.u.
* molar mass: 1064.054 g mol⁻¹
* HOMO-LUMO gap: 5.23 eV
* net charge: +1
* E_HOMO: -10.72 eV

Each line ends with the Löwdin charge.
Atoms and positions in Å:
1 O 0.505 -0.846 -5.395  -0.07
2 H 0.519 2.462 3.042  0.03
3 H -3.706 3.428 -10.786  0.02
4 H -1.034 0.850 -11.629  0.04
5 O 5.985 -2.662 2.759  -0.06
6 H -1.864 -0.889 1.500  0.00
7 O -1.339 7.089 -5.289  -0.05
8 H -0.241 4.226 -2.814  -0.01
9 O -3.850 3.707 -11.700  -0.04
10 H -1.907 7.089 -4.508  0.06
11 O -5.787 -3.056 -8.095  -0.07
12 O 2.100 -3.381 -4.141  -0.03
13 O 2.577 1.301 -9.201  -0.05
14 H -3.418 -4.963 9.605  0.04
15 H 4.110 6.827 3.649  0.04
16 H -2.205 3.876 -9.218  0.04
17 H -2.641 -7.907 8.117  0.07
18 H -6.261 -8.593 4.840  0.03
19 H 3.926 -2.822 2.270  0.08
20 H -0.570 -5.577 8.444  0.01
21 H 2.912 2.164 -9.478  0.05
22 O -0.658 -5.972 9.320  -0.07
23 C 0.557 -0.644 -0.738  -0.28
24 H -2.945 -6.255 10.253  0.03
25 C 1.672 -2.764 2.188  -0.19
26 H 5.587 7.476 0.360  0.01
27 O 1.032 5.346 -5.876  -0.06
28 H -2.205 7.259 -1.084  0.06
29 O 2.023 -4.606 6.758  -0.06
30 H -1.221 6.150 -5.492  0.00
31 H -2.603 4.955 -7.630  0.04
32 H -4.194 5.641 -11.661  -0.02
33 H 2.595 3.321 -0.617  0.12
34 H 1.214 -1.939 2.838  0.11
35 H 0.492 0.351 -8.422  0.04
36 O -0.606 1.821 0.934  -0.45
37 H -0.743 2.508 -5.934  0.02
38 C -3.171 -7.517 5.927  -0.23
39 H -4.110 -7.473 5.275  0.08
40 H -6.221 -7.790 9.605  0.05
41 O -4.377 6.584 -11.532  -0.08
42 H 2.790 -5.127 6.486  0.05
43 C 3.549 3.817 2.264  -0.21
44 H -4.280 6.964 -12.413  0.03
45 H 0.588 5.069 -6.690  0.03
46 H 0.078 -4.381 5.122  0.09
47 H 0.305 7.274 1.282  0.03
48 C 3.197 5.763 0.587  -0.13
49 H 4.548 3.926 0.181  0.10
50 H -1.477 -4.094 4.084  0.10
51 H 3.291 -2.581 0.552  0.10
52 H 1.479 1.913 -1.000  0.11
53 O 0.048 5.146 -2.769  -0.05
54 N 0.038 -0.312 -2.081  0.18
55 C 4.268 4.617 1.063  -0.22
56 O -1.963 0.823 -1.667  0.15
57 H 1.056 -3.048 1.267  0.09
58 O -3.732 -5.830 9.890  -0.08
59 H -2.507 -4.280 0.634  0.05
60 H -1.839 4.862 4.168  0.06
61 N 1.936 -0.506 -0.237  0.09
62 F -0.377 2.176 -2.627  0.02
63 O -1.164 5.088 3.514  -0.05
64 N 3.534 1.348 -1.119  0.14
65 O -1.338 1.756 -11.766  -0.05
66 H -1.925 6.045 -0.210  0.04
67 H 2.004 -3.921 4.185  0.09
68 O 0.376 -7.899 7.424  -0.05
69 H 5.176 5.200 1.479  0.10
70 H 3.710 1.695 -2.078  0.16
71 H 3.382 -1.842 -2.018  0.15
72 C 2.474 2.195 -0.465  -0.15
73 C -2.294 -6.148 5.833  -0.21
74 H -0.468 -6.909 9.173  0.02
75 O -6.173 -8.405 8.861  -0.06
76 C 2.057 0.115 1.110  -0.22
77 H 0.133 1.589 -7.613  0.03
78 H 4.211 3.985 3.204  0.13
79 H 2.402 -3.894 7.289  0.05
80 C 2.292 1.738 1.065  -0.40
81 H 0.702 3.891 1.211  0.03
82 C 3.322 -0.648 1.832  -0.13
83 H 2.855 -3.919 -4.414  0.07
84 H 2.493 -2.678 -3.611  -0.01
85 H 2.547 4.330 2.510  0.08
86 H -5.010 -3.503 -7.736  0.00
87 N 3.228 -0.834 -2.235  0.21
88 H -3.033 -5.305 5.521  0.09
89 H 3.652 6.531 -0.125  0.07
90 H -1.417 -3.236 0.437  0.00
91 H -3.311 3.095 -12.219  0.04
92 O -0.528 -2.725 -7.362  -0.05
93 H 0.589 4.017 4.614  0.01
94 H 0.690 -7.030 7.139  0.02
95 H -1.951 6.221 -7.080  0.01
96 H 6.751 -3.185 2.488  0.05
97 H -1.492 -2.811 -7.383  0.02
98 C 0.357 -4.953 2.955  -0.20
99 O -1.513 6.850 -0.549  -0.05
100 H 4.463 1.837 1.622  0.13
101 H 6.365 -1.951 3.291  0.05
102 H -1.129 2.812 -4.495  0.01
103 H 0.273 5.365 -3.686  0.00
104 O -2.533 -1.452 1.913  -0.06
105 H 3.355 0.853 -8.844  0.05
106 H 3.387 1.766 3.123  0.13
107 O -1.548 -4.169 0.652  -0.06
108 O -1.089 -3.690 -3.670  -0.05
109 O 5.051 6.661 3.508  -0.05
110 O -1.266 3.118 -5.401  -0.03
111 H 0.527 9.150 2.201  0.00
112 H -3.350 -0.945 1.824  0.05
113 H -6.638 -8.287 6.283  0.01
114 H -4.578 -5.108 2.983  0.05
115 H -1.529 4.765 2.680  0.03
116 H 2.847 6.298 1.555  0.07
117 O 0.982 7.494 0.629  -0.07
118 C -3.584 -7.672 7.494  -0.14
119 H 3.257 -0.548 -3.226  0.15
120 H -0.696 -2.987 -3.137  0.01
121 C 2.894 0.007 -1.218  -0.18
122 O -0.289 -1.170 0.053  0.09
123 H 1.164 -8.324 7.789  0.06
124 C 1.764 -4.129 3.085  -0.18
125 H -3.072 -3.708 -6.028  0.05
126 H -0.333 -4.228 -3.942  0.03
127 H -0.373 -1.798 -7.578  0.01
128 H 0.138 9.484 3.635  0.04
129 H -6.875 -9.044 9.041  0.05
130 H 0.672 -6.069 2.886  0.11
131 H -1.822 1.966 -10.955  0.00
132 H 5.125 8.035 -0.978  0.03
133 H -2.557 -8.431 5.556  0.11
134 H 1.618 4.629 6.703  -0.02
135 O -0.010 9.762 2.722  -0.06
136 H -0.182 -0.409 -5.916  0.02
137 C -1.152 -6.242 4.690  -0.21
138 O -4.129 -4.849 3.799  -0.05
139 O 5.831 8.112 -0.325  -0.06
140 H -4.296 -8.572 7.640  0.05
141 C 3.120 -2.263 1.658  -0.19
142 H -5.451 -2.195 -8.373  0.03
143 C 3.459 2.226 2.059  -0.18
144 H -3.830 -2.595 -5.319  0.06
145 H -0.280 -6.860 5.137  0.10
146 O 1.285 3.592 5.139  -0.07
147 H 0.625 7.152 -0.202  0.02
148 H 1.162 6.298 -5.993  0.06
149 H -4.144 -6.751 7.884  0.07
150 H 2.563 -4.784 2.559  0.11
151 H -0.192 -4.716 1.978  0.07
152 H -4.002 -3.896 3.703  0.04
153 P 0.610 2.498 1.609  0.84
154 H 5.466 7.518 3.671  0.05
155 C -0.789 0.901 -2.106  -0.32
156 O 1.982 4.956 7.540  -0.07
157 H -1.748 2.588 -8.542  0.02
158 H 0.077 -1.655 -5.075  0.02
159 H 4.286 -0.324 1.292  0.11
160 O -2.529 3.012 -8.919  -0.04
161 H 0.869 2.784 5.468  0.06
162 H 0.742 -0.357 -2.832  0.10
163 O -3.360 -2.792 -6.139  -0.05
164 H -1.563 -6.743 3.737  0.12
165 H 1.176 -0.044 1.819  0.14
166 C -0.576 -4.795 4.262  -0.20
167 H 2.241 5.255 0.171  0.05
168 O -0.263 0.888 -8.145  -0.04
169 O -6.794 -7.992 5.375  -0.07
170 H 3.383 -0.414 2.958  0.13
171 H 1.309 4.730 8.194  0.03
172 O -1.896 5.589 -7.813  -0.05
173 H -1.873 -5.955 6.884  0.08

3.
Formula: C7H14F3N4O9PtS2
Source: OMol25
Level of theory: ωB97M-V/def2-TZVPD

## Properties
* E_tot: -2386.7427 a.u.
* molar mass: 614.414 g mol⁻¹
* HOMO-LUMO gap (spin up / spin down): 7.98 / 7.75 eV
* energy above the lowest of the compared OMol25 structures with the same formula, charge and spin: 42.0 kcal/mol
* net charge: -1
* E_HOMO (spin up / spin down): -5.61 / -5.52 eV

Each line ends with the Löwdin charge.
Atoms and positions in Å:
1 O -2.097 1.843 0.661  0.03
2 O 1.105 -2.252 -2.305  -0.40
3 H 1.359 -0.662 -3.086  0.08
4 C -0.194 2.477 -1.711  -0.16
5 H 0.169 2.843 -2.674  0.11
6 H -0.927 3.201 -1.356  0.12
7 C -0.332 0.127 -2.403  -0.46
8 H 0.825 -0.102 2.595  0.07
9 F -2.355 -0.896 3.317  0.12
10 H 1.989 0.801 1.828  0.10
11 F -3.226 -2.825 3.727  0.11
12 H -0.281 -1.860 -2.392  0.02
13 H -0.273 1.990 2.559  0.15
14 F -3.337 -2.000 1.738  0.12
15 O -1.182 -0.160 0.484  -0.16
16 C 0.633 2.707 0.764  -0.14
17 H -1.497 -1.161 -1.440  0.10
18 N -0.928 1.226 -1.928  0.09
19 H -0.105 3.512 0.804  0.11
20 H -1.709 1.086 -1.292  0.12
21 O -0.900 -2.972 0.930  -0.38
22 O 0.056 -2.078 3.005  -0.35
23 N -0.913 -1.073 -2.264  0.17
24 O -1.047 -4.252 3.024  -0.29
25 H 1.354 1.030 -2.989  0.10
26 H 1.378 1.355 -0.755  0.06
27 O 3.549 -2.308 -2.192  -0.29
28 C -2.551 -2.120 2.810  -0.65
29 H 1.541 3.084 1.242  0.11
30 S 2.331 -1.948 -1.519  0.32
31 C -1.187 1.039 0.899  -0.62
32 S -0.926 -2.963 2.405  0.50
33 C 0.958 2.360 -0.704  -0.16
34 N 1.027 0.491 1.793  0.01
35 O 2.204 -2.613 -0.151  -0.42
36 O 2.275 -0.472 -1.153  -0.45
37 N 0.796 0.204 -3.123  0.18
38 Pt 0.616 -1.273 0.274  1.19
39 C 0.059 1.566 1.607  -0.29
40 H 1.742 3.049 -1.028  0.11